{
  "formula": "C2H4BrNO2",
  "method": "wB97M-V/def2-TZVPD",
  "species": ["N", "C", "C", "H", "H", "O", "O", "H", "Br", "H"],
  "coordinates": [[-0.926, 0.628, 0.701], [0.210, -0.769, -0.824], [0.359, -0.016, 0.446], [0.834, -1.589, -0.861], [-0.717, -1.154, -0.776], [-1.246, 0.834, 1.809], [-1.637, 0.847, -0.241], [0.829, -0.509, 1.256], [2.011, 1.778, 0.225], [0.283, -0.050, -1.735]],
  "mulliken_charge": [1.016, -0.908, -0.518, 0.387, 0.418, -0.554, -0.538, 0.572, -0.156, 0.282],
  "e_homo_ev": -10.709,
  "relative_energy_kcal_mol": 104.6,
  "total_charge": 0,
  "e_lumo_ev": -2.19
}